1.
3 unconnected molecules or ions with the total composition C17H38F4N3OS. Source: the OMol25 dataset; level of theory: ωB97M-V/def2-TZVPD.

Structure (XYZ):
```
64
Properties=species:S:1:pos:R:3:mulliken_charge:R:1
N -0.785 0.772 4.030 -0.517
C 0.411 1.547 4.030 0.507
O 0.781 2.271 3.147 -0.506
C 1.297 1.345 5.261 -0.699
C 2.693 0.852 4.911 -0.542
S 2.918 -0.897 4.452 0.038
C 2.449 -1.104 2.638 0.717
F 1.184 -0.742 2.458 -0.169
F 2.572 -2.412 2.458 -0.218
C 3.412 -0.286 1.705 0.267
F 2.719 0.033 0.615 -0.186
F 4.438 -1.091 1.403 -0.266
H -1.570 1.365 4.313 0.318
H -0.990 0.538 3.056 0.307
H 0.806 0.713 6.005 0.341
H 1.465 2.335 5.708 0.353
H 3.365 0.939 5.772 0.441
H 3.135 1.435 4.095 0.355
H 1.770 -1.407 4.942 0.292
H 3.800 0.626 2.172 0.198
C -5.221 1.085 3.202 -1.572
C -4.482 1.137 1.873 -0.366
N -4.176 -0.180 1.340 0.188
C -3.218 -0.154 0.247 -0.382
C -3.614 0.550 -1.054 -1.096
C -5.319 -1.068 1.168 -0.709
C -6.478 -0.579 0.294 -0.938
H -4.693 0.448 3.914 0.334
H -5.299 2.089 3.622 0.435
H -6.235 0.701 3.093 0.360
H -3.519 1.639 2.022 0.484
H -5.048 1.774 1.178 0.259
H -2.944 -1.190 0.025 0.418
H -2.308 0.327 0.631 0.044
H -4.349 -0.021 -1.619 0.237
H -2.734 0.672 -1.689 0.430
H -4.024 1.543 -0.868 0.271
H -5.710 -1.305 2.160 0.366
H -4.934 -2.011 0.772 0.361
H -6.769 0.443 0.543 0.256
H -7.351 -1.213 0.456 0.373
H -6.243 -0.611 -0.768 0.253
C 5.330 -0.058 -5.318 -1.435
C 4.492 -0.508 -4.131 -0.311
N 3.253 0.240 -3.995 0.154
C 2.596 0.053 -2.718 -0.729
C 2.059 -1.347 -2.384 -0.927
C 2.389 0.251 -5.168 -0.720
C 1.929 -1.098 -5.730 -0.927
H 5.497 1.019 -5.283 0.337
H 6.298 -0.560 -5.297 0.432
H 4.857 -0.301 -6.270 0.299
H 5.062 -0.342 -3.212 0.407
H 4.333 -1.596 -4.202 0.262
H 1.775 0.774 -2.654 0.297
H 3.316 0.343 -1.946 0.357
H 1.165 -1.587 -2.958 0.270
H 1.787 -1.402 -1.327 0.309
H 2.803 -2.122 -2.575 0.260
H 2.910 0.794 -5.959 0.401
H 1.518 0.862 -4.919 0.351
H 2.758 -1.802 -5.818 0.245
H 1.516 -0.957 -6.730 0.376
H 1.156 -1.565 -5.121 0.257
```

## Properties
Charge = +1
Strongest force on any atom = 0.66 eV/A
Gap between HOMO and LUMO = 5.6 eV
E_LUMO = -0.153 Ha
Electronic energy = -46459.48090 eV

***

2.
A molecular structure, C70H50BrN4O6P2STi. Source: the OMol25 dataset; level of theory: ωB97M-V/def2-TZVPD.

Structure (XYZ):
```
135
Properties=species:S:1:pos:R:3:mulliken_charge:R:1
Ti 0.244 -1.428 0.053 0.208
O -2.890 -0.794 -2.622 1.082
C -4.100 -1.410 -2.373 0.184
C -4.929 -1.918 -3.360 -0.791
C -6.135 -2.493 -2.980 -0.923
C -6.504 -2.555 -1.645 -0.934
C -5.639 -2.070 -0.675 -0.466
C -4.417 -1.503 -1.020 -0.676
P -3.125 -1.021 0.170 2.640
C -3.505 0.718 0.580 -0.017
C -2.741 1.345 1.571 0.180
C -2.911 2.691 1.847 -0.972
C -3.824 3.444 1.118 -0.846
C -4.573 2.837 0.121 -0.903
C -4.417 1.481 -0.143 -0.910
C -3.620 -1.976 1.644 0.240
C -3.859 -1.425 2.898 -0.527
C -4.116 -2.242 3.991 -0.765
C -4.151 -3.619 3.843 -0.742
C -3.938 -4.180 2.590 -0.664
C -3.672 -3.366 1.503 -0.299
C -2.402 -0.569 -3.886 0.490
C -3.139 0.151 -4.818 -0.444
C -2.604 0.382 -6.073 -0.800
C -1.337 -0.096 -6.386 -1.061
C -0.598 -0.763 -5.426 -0.537
C -1.106 -0.997 -4.144 -1.075
P -0.052 -1.846 -2.890 3.461
C 1.596 -1.448 -3.584 -0.385
C 2.524 -2.407 -3.957 -0.531
C 3.791 -2.029 -4.395 -0.681
C 4.127 -0.689 -4.482 -0.801
C 3.191 0.279 -4.128 -0.781
C 1.944 -0.099 -3.673 0.064
C -0.319 -3.605 -3.270 0.411
C -1.396 -4.009 -4.056 -1.049
C -1.631 -5.356 -4.291 -0.833
C -0.782 -6.311 -3.753 -0.857
C 0.291 -5.916 -2.967 -0.929
C 0.512 -4.575 -2.709 -0.152
H -4.650 -1.877 -4.402 0.510
H -6.790 -2.892 -3.743 0.452
H -7.449 -2.993 -1.358 0.455
H -5.906 -2.153 0.371 0.590
H -2.010 0.774 2.134 0.327
H -2.326 3.155 2.632 0.511
H -3.959 4.495 1.335 0.436
H -5.295 3.413 -0.442 0.457
H -5.023 1.016 -0.911 0.458
H -3.840 -0.354 3.043 0.460
H -4.291 -1.795 4.960 0.443
H -4.349 -4.254 4.696 0.403
H -3.968 -5.254 2.459 0.466
H -3.498 -3.818 0.535 0.548
H -4.122 0.514 -4.553 0.601
H -3.175 0.934 -6.807 0.451
H -0.919 0.065 -7.369 0.496
H 0.398 -1.103 -5.675 0.739
H 2.281 -3.461 -3.917 0.484
H 4.504 -2.791 -4.677 0.464
H 5.109 -0.396 -4.828 0.398
H 3.444 1.329 -4.198 0.450
H 1.236 0.669 -3.377 0.400
H -2.056 -3.275 -4.500 0.314
H -2.473 -5.655 -4.900 0.463
H -0.958 -7.361 -3.943 0.430
H 0.949 -6.659 -2.534 0.520
H 1.321 -4.290 -2.049 0.295
O -0.489 -1.195 3.838 -0.772
C -0.506 -1.908 2.870 0.574
O -0.611 -1.376 1.630 1.213
C -0.448 -3.387 2.852 -0.496
C -0.373 -4.000 4.105 -1.049
C -0.361 -5.373 4.229 -0.815
C -0.428 -6.149 3.077 -0.730
C -0.496 -5.556 1.832 -1.325
C -0.513 -4.164 1.683 1.610
S -0.684 -3.640 -0.008 -0.324
H -0.333 -3.362 4.978 0.483
H -0.302 -5.835 5.204 0.443
H -0.421 -7.229 3.150 0.460
H -0.539 -6.174 0.945 0.513
C 4.088 10.850 5.295 -0.841
O 3.172 10.622 4.233 -0.457
C 2.953 9.345 3.849 0.971
C 2.024 9.177 2.820 -0.830
C 1.730 7.911 2.364 -0.405
C 2.349 6.787 2.915 0.216
C 3.272 6.967 3.936 -0.779
C 3.580 8.235 4.407 -0.499
C 2.051 5.428 2.456 0.259
N 2.535 4.323 2.975 -0.869
C 1.980 3.312 2.234 0.825
C 1.155 3.807 1.257 -0.332
N 1.203 5.174 1.406 -0.038
C 0.430 2.983 0.343 1.014
C -0.429 3.457 -0.659 -0.893
C -1.101 2.564 -1.447 -1.911
C -0.920 1.199 -1.214 -0.387
N -0.101 0.727 -0.290 2.111
C 0.592 1.596 0.489 -0.289
C 1.486 1.056 1.500 -1.127
N 1.624 -0.285 1.558 1.576
C 2.402 -0.820 2.473 -0.329
C 3.117 -0.045 3.398 -1.571
C 3.006 1.317 3.348 -0.761
C 2.173 1.899 2.378 0.764
H 4.100 11.924 5.451 0.243
H 5.090 10.507 5.026 0.343
H 3.761 10.350 6.209 0.346
H 1.545 10.050 2.401 0.421
H 0.995 7.817 1.574 0.240
H 3.752 6.100 4.368 0.462
H 4.301 8.340 5.203 0.410
H 0.738 5.865 0.848 0.185
H -0.573 4.521 -0.797 0.485
H -1.789 2.881 -2.216 0.702
H -1.482 0.465 -1.772 -0.161
H 2.472 -1.903 2.474 0.474
H 3.738 -0.537 4.132 0.574
H 3.536 1.962 4.036 0.606
Br 4.141 -4.520 -0.932 -0.101
C 4.924 -2.835 -0.579 0.369
C 6.306 -2.775 -0.496 -0.602
C 6.933 -1.558 -0.276 -0.682
C 6.189 -0.393 -0.154 -0.939
C 4.811 -0.455 -0.253 -0.547
C 4.164 -1.675 -0.452 -0.378
C 2.689 -1.618 -0.501 1.494
O 2.100 -0.614 -0.946 -0.311
O 1.937 -2.530 0.017 -0.295
H 6.887 -3.679 -0.608 0.484
H 8.011 -1.523 -0.207 0.420
H 6.678 0.556 0.011 0.457
H 4.207 0.440 -0.176 0.470
```

## Properties
Charge = +1
Energy relative to the best compared isomer or geometry (same formula, charge and spin) = 0.0 kJ/mol
Strongest force on any atom = 0.65 eV/A
Gap between HOMO and LUMO = 6.6 eV
E_LUMO = -0.106 Ha
Electronic energy = -214219.74564 eV

***

3.
A single C5H11N2O molecule in a non-equilibrium geometry. Source: the OMol25 dataset; level of theory: ωB97M-V/def2-TZVPD.

Structure (XYZ):
```
19
Properties=species:S:1:pos:R:3:mulliken_charge:R:1
O -3.131 -0.317 -1.639 -0.496
C -2.696 -0.007 -0.575 -0.553
C -1.134 -0.332 -0.303 0.262
C -0.508 0.924 0.207 -1.030
C 0.892 0.803 1.097 -0.609
C 2.826 -0.368 0.955 -0.383
N 1.700 -0.112 0.388 -0.263
N -0.386 -0.918 -1.451 -0.720
H -3.349 0.259 0.305 0.268
H -1.204 -1.196 0.405 0.090
H -1.157 1.554 0.779 0.476
H -0.146 1.561 -0.632 0.234
H 1.346 1.839 1.256 0.369
H 0.656 0.448 2.130 0.404
H 3.575 -0.956 0.387 0.235
H 3.202 0.013 1.905 0.298
H -0.886 -1.674 -1.948 0.444
H 0.592 -1.314 -1.044 0.481
H -0.191 -0.207 -2.219 0.495
```

## Properties
Charge = 0
Energy relative to the best compared isomer or geometry (same formula, charge and spin) = 332.6 kJ/mol
Strongest force on any atom = 5.71 eV/A
2S+1 = 2
Gap between HOMO and LUMO (spin up / spin down) = 3.6 / 8.2 eV
E_LUMO (spin up / spin down) = 0.013 / 0.015 Ha
<S²> = 0.753
Electronic energy = -10385.79807 eV